[1]
The following is a DFT calculation (the ωB97M-V functional and the def2-TZVPD basis) of a structure of composition C9H28N14O13Zn2.

Element x y z (Å)
Zn1 0.53 1.40 2.55
Zn2 0.09 1.83 -0.40
C1 -1.35 0.44 1.17
O1 -0.78 0.18 0.14
O2 -0.72 -0.07 2.13
O3 -1.12 1.65 1.30
C2 1.96 2.79 0.93
O4 1.62 2.97 2.08
O5 1.38 3.30 -0.06
O6 1.66 1.61 0.75
C3 3.62 -1.14 0.12
O7 4.58 -1.97 0.10
N1 2.51 -1.33 0.77
N2 3.48 -0.05 -0.57
H1 1.86 -0.55 0.82
H2 2.41 -2.07 1.44
H3 2.74 0.51 -0.17
H4 4.31 0.41 -0.92
C4 -1.78 4.00 -1.81
O8 -1.30 3.01 -1.23
N3 -1.56 5.16 -1.41
N4 -2.48 3.94 -2.89
H5 -1.95 5.98 -1.85
H6 -1.08 5.29 -0.54
H7 -2.89 4.74 -3.35
H8 -2.65 3.07 -3.37
C5 -1.07 -3.19 3.20
O9 -1.17 -4.22 3.80
N5 -1.59 -2.18 3.74
N6 -0.64 -3.00 1.99
H9 -1.57 -1.32 3.21
H10 -2.27 -2.35 4.46
H11 -0.71 -3.85 1.46
H12 -0.39 -2.10 1.60
C6 -4.30 0.24 -1.99
O10 -4.04 0.99 -2.85
N7 -3.35 -0.29 -1.28
N8 -5.51 -0.14 -1.65
H13 -2.40 0.06 -1.34
H14 -3.56 -1.22 -0.97
H15 -6.30 0.34 -2.06
H16 -5.72 -0.67 -0.82
C7 2.19 -0.41 4.56
O11 2.01 0.41 3.62
N9 1.46 -1.44 4.82
N10 3.24 -0.36 5.23
H17 0.61 -1.61 4.30
H18 1.80 -2.02 5.58
H19 3.79 0.47 5.06
H20 3.39 -1.06 5.95
C8 1.02 1.25 -3.34
O12 0.74 1.32 -2.15
N11 2.17 1.49 -3.89
N12 0.50 0.53 -4.21
H21 2.33 1.35 -4.88
H22 2.89 1.48 -3.18
H23 -0.14 -0.16 -3.84
H24 0.90 0.40 -5.13
C9 0.22 -2.63 -2.20
O13 -0.09 -1.85 -3.02
N13 0.00 -2.47 -0.90
N14 0.57 -3.83 -2.52
H25 -0.15 -1.54 -0.53
H26 0.32 -3.12 -0.19
H27 1.01 -4.44 -1.85
H28 0.74 -3.95 -3.51

Summary:
* max |F|: 15.23 eV/Å
* ΔE to the lowest compared entry with this formula, charge and spin: 159.87 kcal per mole
* E: -154099.8293 eV
* Kohn-Sham gap: 0.26899 hartree
* lowest unoccupied orbital energy: -0.0165 Eh

Atom charges from the natural (NBO) analysis, given in e for atoms 1 to 8: 1.753 1.776 0.981 -0.852 -0.961 -0.935 0.975 -0.856

---

[2]
The following is a DFT calculation (the ωB97M-V functional and the def2-TZVPD basis) of the molecule C2H3ClF2O.

Element x y z (Å)
C1 -0.73 1.09 0.25
C2 0.67 -0.97 -0.22
O1 -0.04 0.39 -0.72
F1 -1.89 0.43 0.52
F2 1.25 -0.81 1.00
Cl1 1.80 -1.42 -1.49
H1 -1.03 2.02 -0.19
H2 0.02 1.13 1.01
H3 -0.06 -1.85 -0.17

Summary:
* max |F|: 4.08 eV/Å
* ΔE to the lowest compared entry with this formula, charge and spin: 25.10 kcal per mole
* E: -22126.2664 eV
* Kohn-Sham gap: 0.45819 hartree
* SMILES: FCO[C@H](F)Cl
* lowest unoccupied orbital energy: 0.0329 Eh

Atom charges from the natural (NBO) analysis, given in e for atoms 1 to 8: 0.313 0.413 -0.544 -0.366 -0.325 0.007 0.164 0.150

---

[3]
The following is a DFT calculation (the ωB97M-V functional and the def2-TZVPD basis) of the molecule CH2N2OS.

Element x y z (Å)
C1 -1.46 -0.25 -0.11
N1 -2.46 -0.81 -0.02
N2 1.33 -0.84 0.28
O1 0.20 1.68 0.29
S1 0.18 0.36 -0.17
H1 1.80 -0.66 1.20
H2 0.41 0.52 -1.47

Summary:
* max |F|: 7.58 eV/Å
* ΔE to the lowest compared entry with this formula, charge and spin: 60.94 kcal per mole
* E: -16927.6733 eV
* Kohn-Sham gap: 0.35715 hartree
* SMILES: N#C[S@H](=N)=O
* lowest unoccupied orbital energy: -0.0175 Eh

Partial atomic charges computed with the natural (NBO) method, in multiples of e: -0.093 -0.171 -1.051 -0.900 1.764 0.391 0.060

---

[4]
The following is a DFT calculation (the ωB97M-V functional and the def2-TZVPD basis) of the molecule C7H12OS2.

Element x y z (Å)
C1 -0.03 -0.81 -1.89
C2 0.92 -0.21 -0.93
C3 -1.32 0.61 2.02
C4 0.84 1.59 0.88
C5 0.46 -1.75 -2.90
C6 -0.83 -0.31 3.11
C7 0.72 1.30 -0.55
O1 -1.52 2.64 0.48
S1 -0.08 -1.47 -0.20
S2 -0.69 2.32 1.60
H1 -0.97 -0.24 -1.96
H2 2.11 -0.47 -1.06
H3 -1.75 0.17 1.05
H4 1.41 0.81 1.48
H5 0.93 -1.20 -3.71
H6 -0.31 -2.54 -3.31
H7 1.38 -2.33 -2.50
H8 -0.65 0.29 4.04
H9 -0.06 -0.96 2.69
H10 -1.59 -0.99 3.42
H11 1.42 1.85 -1.07
H12 -0.40 1.69 -0.70

Summary:
* max |F|: 4.49 eV/Å
* ΔE to the lowest compared entry with this formula, charge and spin: 132.00 kcal per mole
* E: -31165.4098 eV
* Kohn-Sham gap (spin up / spin down): 0.30323 / 0.29178 hartree
* SMILES: CC=S(=O)=CC[C@H]1S[C@@H]1C
* lowest unoccupied orbital energy (spin up / spin down): -0.0021 / -0.0100 Eh

Atom charges from the natural (NBO) analysis, given in e for atoms 1 to 8: -0.296 -0.306 -0.297 -0.321 -0.628 -0.724 -0.558 -0.974